A single C2H5PS2 molecule. Source: OMol25; level of theory: ωB97M-V/def2-TZVPD.

Its LUMO energy (alpha / beta) is -1.672 / -1.218 eV. The gap between HOMO and LUMO (alpha / beta) comes out at 6.168 / 6.844 eV. For the energy relative to the best compared isomer or geometry (same formula, charge and spin), the calculation gives 261.9 kJ/mol. The HOMO energy (alpha / beta) is -7.8 / -8.1 eV. As for the spin multiplicity: 1.

Geometry (Å):
C: -0.43636 0.43660 0.56802
C: -0.34762 1.11505 -0.81574
P: 0.92389 -0.33645 1.45655
S: -2.08400 0.48134 1.20060
S: -1.30260 1.66744 2.59899
H: 0.20822 2.07790 -0.64483
H: -1.34600 1.28242 -1.12049
H: 0.17558 0.60331 -1.60097
H: 1.61518 0.88742 1.95940
H: 1.67310 -0.39109 0.30389

=====

6 unconnected molecules or ions with the total composition C54H96N5O8P. Source: OMol25; level of theory: ωB97M-V/def2-TZVPD.

Its LUMO energy is -1.406 eV. The gap between HOMO and LUMO comes out at 6.662 eV. The SMILES is CCCCCCCCCCCc1cc(P(C)O)c(Cc2ccc(C)cc2)c2c1C(=O)c1ccccc1C2=O.COC[C@@H](C)N.COC[C@@H](C)N.COC[C@@H](C)N.COC[C@@H](C)N.COC[C@@H](C)N. The HOMO energy is -8.1 eV. As for the spin multiplicity: 1.

Geometry (Å):
C: -10.42184 2.31346 0.72592
C: -9.64335 2.50934 -0.69186
C: -8.31692 3.37975 -0.36859
C: -7.28723 2.37716 0.42290
C: -5.91013 2.31687 -0.41926
C: -4.74976 3.30742 0.14255
C: -3.34721 2.50885 -0.10714
C: -3.15717 2.04271 -1.65000
C: -2.98690 0.41908 -1.69498
C: -3.16346 -0.19421 -3.16486
C: -3.30460 -1.82240 -3.17510
C: -2.19461 -2.34622 -2.12408
C: -2.77217 -2.75511 -0.71649
C: -1.77627 -3.25531 0.35933
P: -2.54449 -3.71749 2.05597
C: -2.58953 -5.61270 2.07645
O: -4.13797 -3.07354 2.15515
C: -0.22135 -3.33990 0.07960
C: 0.66784 -3.88192 1.28203
C: 0.84367 -2.72966 2.40134
C: 0.18042 -1.30871 2.25993
C: 0.31140 -0.20162 3.37173
C: 1.09511 -0.45369 4.68344
C: 1.12812 0.71710 5.76973
C: 1.78189 -1.84777 4.83946
C: 1.65167 -2.95378 3.72781
C: 0.33798 -2.89199 -1.32052
C: -0.65863 -2.40994 -2.45617
C: -0.09335 -1.99821 -3.90767
O: -0.82631 -1.80902 -4.91898
C: 1.49190 -1.85054 -4.18227
C: 2.03280 -1.29280 -5.53754
C: 3.57778 -1.19598 -5.81269
C: 4.51459 -1.67671 -4.66721
C: 3.97017 -2.21817 -3.31405
C: 2.42226 -2.33208 -3.04256
C: 1.89129 -2.90589 -1.62826
O: 2.80690 -3.28687 -0.84818
H: -11.54339 2.26385 0.50910
H: -10.07048 1.34723 1.22700
H: -10.19734 3.19484 1.43709
H: -9.39895 1.47021 -1.13642
H: -10.26460 3.05864 -1.47780
H: -8.51575 4.28684 0.30501
H: -7.84282 3.77875 -1.33656
H: -7.73419 1.31013 0.39473
H: -7.09324 2.69200 1.50301
H: -6.03387 2.58602 -1.53155
H: -5.51281 1.24329 -0.39285
H: -4.83982 3.46753 1.28376
H: -4.67857 4.28889 -0.44492
H: -2.43861 3.05998 0.30995
H: -3.45160 1.53832 0.51538
H: -3.97275 2.42271 -2.35203
H: -2.15419 2.50972 -1.99234
H: -1.94404 0.22629 -1.23125
H: -3.77611 0.00783 -0.95497
H: -2.27539 0.17055 -3.79647
H: -4.11921 0.26829 -3.63077
H: -3.18424 -2.26343 -4.21820
H: -4.35597 -2.03817 -2.74075
H: -3.89140 -2.67827 -0.45962
H: -2.85741 -6.04905 1.04973
H: -1.54965 -6.02455 2.36252
H: -3.30977 -6.00042 2.89331
H: -4.72066 -3.77548 1.78217
H: 0.03763 -4.70294 1.80608
H: 1.64197 -4.39095 0.98949
H: -0.45624 -1.00309 1.35561
H: -0.22694 0.80515 3.20548
H: 0.83070 1.69803 5.25431
H: 2.09764 0.78029 6.36854
H: 0.26498 0.49098 6.51091
H: 2.34406 -2.02374 5.82053
H: 2.17305 -3.95254 3.94722
H: 1.33289 -0.94500 -6.37435
H: 4.02895 -0.82004 -6.78734
H: 5.64495 -1.61684 -4.80035
H: 4.70885 -2.52706 -2.49891
C: -6.87853 3.80706 -5.09940
O: -6.55791 2.48216 -4.70772
C: -7.63676 1.76318 -4.11755
C: -8.60453 1.12649 -5.13712
C: -9.56217 2.12856 -5.77397
N: -7.87958 0.41608 -6.19869
H: -7.59731 4.27431 -4.42022
H: -7.25840 3.81528 -6.12281
H: -5.95815 4.39577 -5.08461
H: -7.17168 0.95086 -3.54678
H: -8.16423 2.38851 -3.38651
H: -9.21528 0.39692 -4.59366
H: -9.07741 2.75198 -6.52777
H: -10.38039 1.60391 -6.27481
H: -10.00300 2.78503 -5.01778
H: -7.31041 -0.31313 -5.77461
H: -7.19081 1.06652 -6.58128
C: 7.50116 3.32630 3.99710
O: 6.84113 3.73154 5.18515
C: 5.44582 3.97130 5.03151
C: 4.57314 2.69985 5.08911
C: 4.61648 1.87372 3.80745
N: 4.94341 1.84321 6.22456
H: 7.07890 3.80266 3.10787
H: 7.46743 2.23931 3.90159
H: 8.55135 3.61767 4.07742
H: 5.16428 4.61022 5.87634
H: 5.24948 4.55466 4.12362
H: 3.53540 3.02332 5.22904
H: 5.54453 1.30825 3.70230
H: 3.79963 1.14623 3.79818
H: 4.50204 2.51147 2.92597
H: 4.82492 2.37289 7.08552
H: 5.95252 1.69278 6.17181
C: -1.56281 -3.69090 5.40217
O: -2.48928 -4.53266 6.07469
C: -1.89902 -5.43381 7.00479
C: -1.59898 -4.81526 8.38652
C: -0.36056 -3.92446 8.39774
N: -2.74426 -4.04940 8.89502
H: -0.61067 -4.19495 5.21297
H: -1.40334 -2.77486 5.97476
H: -1.99903 -3.40712 4.44030
H: -2.63730 -6.23143 7.14774
H: -1.00908 -5.90922 6.57370
H: -1.40754 -5.64297 9.07860
H: -0.53734 -2.95365 7.93073
H: -0.04476 -3.72894 9.42635
H: 0.47431 -4.40674 7.88061
H: -3.54560 -4.67178 8.97188
H: -3.01856 -3.39385 8.16088
C: 6.36187 -1.63003 1.14317
O: 6.81292 -0.31448 1.42486
C: 8.19505 -0.22308 1.75498
C: 9.13893 -0.18512 0.53439
C: 9.34128 -1.54796 -0.12020
N: 8.67153 0.76824 -0.48014
H: 6.87410 -2.37993 1.75251
H: 6.48550 -1.85066 0.08111
H: 5.29340 -1.67599 1.36684
H: 8.30485 0.72543 2.29317
H: 8.47910 -1.01356 2.46067
H: 10.11903 0.15001 0.89185
H: 8.48084 -1.85976 -0.71537
H: 10.20057 -1.51903 -0.79586
H: 9.53615 -2.31901 0.63108
H: 8.62547 1.69470 -0.06182
H: 7.69420 0.54469 -0.67716
C: 4.40612 2.50686 -7.47529
O: 5.61832 1.78021 -7.59521
C: 6.79554 2.57883 -7.52661
C: 7.25036 2.91863 -6.09139
C: 6.41731 4.01362 -5.43266
N: 7.24674 1.73023 -5.22838
H: 4.47314 3.49792 -7.93246
H: 4.12063 2.58805 -6.42472
H: 3.62218 1.94368 -7.98761
H: 7.58361 1.97805 -7.99452
H: 6.68870 3.48141 -8.14067
H: 8.27895 3.29038 -6.15602
H: 5.43842 3.65733 -5.10596
H: 6.92855 4.39496 -4.54456
H: 6.26578 4.85532 -6.11496
H: 7.87619 1.03599 -5.62519
H: 6.32522 1.29692 -5.31499

=====

Values of F_max, in order: 2.5, 5.0, all in eV/Å.
Values of total energy, in order: -33111.382, -90656.547, all in eV.